{
  "formula": "C3H3IN4",
  "method": "wB97M-V/def2-TZVPD",
  "symbols": ["C", "C", "C", "N", "N", "N", "N", "I", "H", "H", "H"],
  "coordinates": [[-0.552, -1.022, 0.021], [-1.480, -0.183, -0.473], [2.344, -0.067, -0.229], [-1.664, 1.090, 0.026], [1.891, 0.899, -0.635], [-0.836, 1.751, 0.602], [-0.219, 2.571, 1.085], [3.017, -1.850, 0.387], [-0.275, -2.040, -0.412], [0.116, -0.629, 0.756], [-2.342, -0.521, -1.129]],
  "relative_energy_kcal_mol": 33.72,
  "gap_ha": 0.307,
  "largest_force_ev_per_a": 2.79,
  "e_homo_ev": -8.71,
  "spin_multiplicity": 1
}